<one>
{"formula": "C4H15NO3", "method": "ωB97M-V/def2-TZVPD", "e_lumo_ev": -4.2, "elements": ["C", "C", "C", "O", "C", "N", "H", "H", "H", "H", "H", "H", "H", "H", "H", "H", "H", "H", "H", "O", "H", "H", "O"], "xyz": [[0.61282, -0.32768, 0.33765], [-0.30668, -1.26449, 0.60269], [-1.37875, -1.08899, 1.61809], [-1.91594, 1.90545, 0.25605], [1.13268, -0.09530, -1.04824], [0.51459, 0.60657, -2.06044], [2.34397, -2.54628, 1.55659], [2.52998, -1.82970, 1.57595], [-0.50886, -2.07049, -0.09706], [-1.03859, -1.60948, 2.53046], [-2.26433, -1.61398, 1.31050], [-1.57016, -0.06970, 1.89567], [-2.37542, 2.66715, -0.07240], [2.01741, 0.61212, -0.77625], [1.44869, -1.04618, -1.48393], [-0.62451, 0.33311, -2.02101], [0.60973, 1.60646, -1.87150], [-2.32821, -0.02394, -2.57704], [-1.78786, 1.32671, -0.50392], [-1.82439, 0.07349, -1.76332], [3.14913, 2.38751, 0.90632], [0.93353, 0.47559, 0.96194], [2.63116, 1.59204, 0.72318]], "lowdin_charge": [-0.094, -0.109, -0.056, -0.064, -0.233, 0.106, 0.037, 0.031, 0.124, 0.098, 0.080, 0.071, 0.023, 0.151, 0.136, 0.007, 0.111, 0.027, -0.035, -0.177, -0.046, 0.081, -0.269]}



<two>
{"formula": "C4H15NO3", "method": "ωB97M-V/def2-TZVPD", "smiles": "CN(C)CCO.O.O", "e_lumo_ev": 0.6, "elements": ["C", "N", "C", "C", "C", "O", "H", "H", "H", "H", "H", "H", "H", "H", "H", "H", "H", "H", "H", "O", "H", "H", "O"], "xyz": [[2.00044, 1.23113, 0.57615], [1.03928, 0.35358, -0.10607], [1.11711, -0.97240, 0.60002], [1.45890, 0.07932, -1.52059], [0.16365, -0.26461, -2.40363], [-0.40752, -1.44132, -1.92284], [1.76194, 1.23827, 1.65668], [3.08582, 1.11335, 0.43824], [1.90122, 2.23330, 0.18758], [0.11261, -1.38485, 0.52589], [1.55549, -0.91448, 1.56685], [1.71438, -1.72063, 0.12295], [2.14110, -0.74667, -1.77388], [1.89528, 1.00747, -1.94956], [0.57497, -0.32165, -3.39956], [-0.40920, 0.64579, -2.16734], [-0.89191, -1.28945, -1.09707], [-1.54900, 1.22563, 0.41350], [-2.64702, 2.40897, 0.98136], [-2.12982, 1.60907, 1.06860], [-2.56921, 0.04540, 2.46069], [-1.71775, -1.04502, 3.25917], [-2.54995, -0.84564, 2.82416]], "lowdin_charge": [-0.132, -0.218, -0.086, -0.196, -0.248, -0.064, 0.089, 0.086, 0.068, 0.067, 0.067, 0.072, 0.113, 0.116, 0.109, 0.110, 0.079, 0.020, 0.048, -0.048, -0.009, 0.026, -0.069]}



<three>
{"formula": "C4H15NO3", "method": "ωB97M-V/def2-TZVPD", "smiles": "C=C(C)NC.O.O.O", "e_lumo_ev": 0.6, "elements": ["C", "C", "C", "C", "N", "H", "H", "H", "H", "H", "H", "H", "H", "H", "H", "H", "O", "H", "H", "O", "H", "H", "O"], "xyz": [[0.01926, 1.54755, 0.04584], [0.02646, 0.14714, -0.47510], [0.61600, -0.86668, 0.16757], [-2.04487, 0.49983, -1.72949], [-0.67194, -0.07127, -1.68818], [-0.81235, 1.70507, 0.73589], [-0.12634, 2.24166, -0.79026], [0.94898, 1.78406, 0.54730], [1.46841, -0.78257, 0.82867], [0.48908, -1.88942, -0.17354], [-1.99621, 1.32657, -2.44755], [-2.30051, 0.91704, -0.76248], [-2.77984, -0.16002, -2.18502], [-0.66637, -1.06277, -1.87813], [0.61762, 0.42470, 3.42709], [2.13521, 0.50228, 3.90664], [1.40313, 1.01579, 3.51319], [-1.58996, -0.14328, 2.88034], [-0.59417, -0.88764, 1.93618], [-0.86390, -0.78966, 2.87976], [2.53319, -1.85027, -3.66877], [1.99907, -1.41971, -2.24710], [2.19007, -2.18840, -2.82284]], "lowdin_charge": [-0.043, -0.436, -0.014, -0.085, -0.040, 0.080, 0.086, 0.083, 0.071, 0.067, 0.075, 0.068, 0.080, 0.103, 0.000, 0.042, -0.100, 0.055, 0.007, -0.078, 0.042, 0.020, -0.083]}



<three> (0.0398 hartree below the next structure)



<one>
{"formula": "C4H15NO3", "method": "ωB97M-V/def2-TZVPD", "smiles": "CC/C=C/N.O.O.O", "e_lumo_ev": 0.5, "elements": ["C", "C", "C", "C", "N", "H", "H", "H", "H", "H", "H", "H", "H", "H", "H", "H", "O", "H", "H", "O", "H", "H", "O"], "xyz": [[-0.32550, -2.99003, 0.12117], [-0.75538, -1.59884, 0.63163], [0.25513, -0.55728, 0.46621], [-0.00504, 0.76165, 0.38560], [0.86921, 1.84322, 0.57396], [-0.11156, -3.00435, -0.93230], [-0.96655, -3.79360, 0.33663], [0.55336, -3.41322, 0.79488], [-1.75866, -1.34008, 0.21535], [-0.93452, -1.63922, 1.69623], [1.18729, -0.93396, 0.19392], [-1.07606, 1.18397, 0.38478], [0.59934, 2.64838, 0.02220], [1.86489, 1.63467, 0.36659], [0.66343, -0.12986, 3.17227], [0.59790, 1.29535, 2.87463], [0.79565, 0.70798, 3.60439], [-0.07310, 2.24050, -2.66187], [-0.30755, 3.70038, -2.29804], [0.09702, 2.90748, -2.04145], [-0.41006, -0.11741, -1.85764], [-0.05539, 0.20523, -3.37770], [-0.70385, 0.38904, -2.67146]], "lowdin_charge": [-0.107, -0.287, -0.193, -0.240, 0.037, 0.059, 0.036, 0.117, 0.125, 0.096, 0.091, 0.157, 0.052, 0.114, 0.002, -0.007, -0.054, -0.024, 0.022, -0.018, 0.046, 0.061, -0.083]}



<two>
{"formula": "C4H15NO3", "method": "ωB97M-V/def2-TZVPD", "smiles": "C/C=C(/C)N.O.O.O", "e_lumo_ev": 0.2, "elements": ["C", "N", "C", "C", "C", "H", "H", "H", "H", "H", "H", "H", "H", "H", "H", "H", "O", "H", "H", "O", "H", "H", "O"], "xyz": [[1.92421, -0.63654, -1.08519], [-0.23514, 0.11047, 0.92371], [-0.44187, -0.18301, -0.40725], [0.47533, -0.48834, -1.34384], [-1.88232, -0.15187, -0.86920], [2.45271, -0.19201, -1.87392], [2.32040, -0.15653, -0.16602], [2.16821, -1.69244, -1.00148], [0.70029, 0.25329, 1.24167], [-0.91085, 0.07766, 1.68188], [0.28404, -0.57565, -2.35806], [-2.32144, 0.86603, -0.65163], [-2.69042, -0.77354, -0.44606], [-1.83955, -0.43340, -1.89273], [-0.50785, 3.13584, -1.17907], [-1.58733, 2.69011, -2.07087], [-0.96344, 3.34645, -2.01188], [-0.27902, -2.84825, 2.27152], [-1.29810, -2.39394, 1.02025], [-1.09922, -3.06496, 1.67375], [1.96061, 0.30378, 2.95229], [2.16772, 1.75606, 2.98385], [1.60304, 1.05080, 2.60828]], "lowdin_charge": [-0.103, 0.099, -0.425, -0.143, -0.064, 0.049, 0.071, 0.076, 0.018, 0.107, 0.077, 0.085, 0.077, 0.058, 0.047, -0.038, -0.026, 0.094, -0.013, -0.105, -0.008, 0.085, -0.016]}



<one> (0.0130 hartree below the next structure)



<one>
{"formula": "CH2N2O2S2", "method": "ωB97M-V/def2-TZVPD", "e_lumo_ev": -3.2, "elements": ["C", "N", "N", "O", "O", "S", "S", "H", "H"], "xyz": [[-4.23118, 0.26723, 0.02996], [-5.00767, -0.55166, -0.05004], [0.12863, 0.02962, -0.13140], [-1.91094, -1.09282, 1.17361], [-1.88855, -1.02548, -1.22923], [-2.22250, 1.48760, 0.05617], [-1.53930, -0.35875, -0.01691], [0.72729, -0.64374, 0.44552], [0.40896, 0.31203, -1.03693]], "lowdin_charge": [-0.286, 0.070, -0.117, -0.342, -0.348, 0.702, 0.158, 0.119, 0.043]}



<two>
{"formula": "CH2N2O2S2", "method": "ωB97M-V/def2-TZVPD", "smiles": "NS(=O)(=O)N=C=S", "e_lumo_ev": -1.5, "elements": ["C", "N", "N", "O", "O", "S", "S", "H", "H"], "xyz": [[-2.37210, 0.43079, -0.04733], [-1.27649, 0.03362, -0.14008], [1.69684, 0.42022, 0.14427], [0.48015, -1.64951, 1.21327], [0.88836, -1.42033, -1.15547], [-3.78911, 1.26889, -0.03482], [0.70125, -0.84757, 0.07068], [1.42178, 1.21505, 0.67434], [2.24933, 0.54883, -0.72484]], "lowdin_charge": [-0.908, -0.008, -0.034, -0.222, -0.223, 0.509, 0.678, 0.086, 0.123]}



<three>
{"formula": "CH2N2O2S2", "method": "ωB97M-V/def2-TZVPD", "smiles": "N#CO[S@@](N)(=O)=S", "e_lumo_ev": -0.1, "elements": ["C", "N", "N", "O", "O", "S", "S", "H", "H"], "xyz": [[0.84269, 2.50036, -0.12105], [-0.01005, 3.22938, -0.17313], [0.15672, -0.57019, 0.23821], [1.75120, 1.66299, -0.14434], [2.58656, -0.53333, 0.48624], [1.41510, 0.92614, 2.59851], [1.55556, 0.33253, 0.87208], [-0.74583, -0.11712, 0.22098], [0.39758, -0.85486, -0.78985]], "lowdin_charge": [-0.520, 0.197, -0.090, -0.147, -0.334, 0.465, 0.262, 0.048, 0.119]}



<two> (0.0026 hartree below the next structure)



<one>
{"formula": "C4H7IN", "method": "ωB97M-V/def2-TZVPD", "smiles": "C[C@@H]1C/[N+]1=C/I", "charge": 1, "e_lumo_ev": -5.1, "elements": ["C", "C", "C", "C", "N", "I", "H", "H", "H", "H", "H", "H", "H"], "xyz": [[-0.16358, -0.33621, -2.40446], [-1.14081, -0.61618, 0.07566], [-0.17088, 0.63898, -0.02331], [1.12031, 0.47242, 0.68804], [-0.46996, -0.10903, -1.18050], [1.32166, 0.80633, -3.36710], [-0.52804, -1.07078, -3.00497], [-0.72033, -1.60886, 0.46357], [-2.21026, -0.51879, 0.22118], [-0.44420, 1.75173, -0.03666], [1.27823, -0.60802, 0.75494], [1.06227, 0.88825, 1.61955], [1.89780, 0.95707, 0.26072]], "lowdin_charge": [-0.433, 0.086, -0.251, -0.023, -0.105, 0.985, 0.037, 0.158, 0.118, 0.196, 0.106, 0.074, 0.049]}



<two>
{"formula": "C4H7IN", "method": "ωB97M-V/def2-TZVPD", "smiles": "C=[NH+]CC(=C)I", "charge": 1, "e_lumo_ev": -5.3, "elements": ["C", "C", "C", "C", "N", "I", "H", "H", "H", "H", "H", "H", "H"], "xyz": [[1.02576, -1.63322, 0.17504], [-1.27872, 0.64727, 0.89854], [0.40702, 0.49324, -0.94973], [1.25951, -0.38349, -0.09016], [-0.78090, 1.01015, -0.21254], [3.05876, 0.58225, 0.77907], [1.68519, -2.12329, 0.89338], [0.02542, -2.13349, -0.17981], [-2.26856, 0.98153, 1.16808], [-0.99434, 0.04747, 1.72600], [0.91162, 1.37934, -1.46184], [0.01915, 0.07419, -1.92879], [-1.21984, 1.88340, -0.72343]], "lowdin_charge": [-0.051, 0.170, -0.223, -0.741, 0.050, 0.810, 0.066, 0.133, 0.123, 0.121, 0.141, 0.160, 0.240]}



<two> (0.0060 hartree below the next structure)